# 1
DFT (ωB97M-V/def2-TZVPD) results for C4H7FS in the gas phase at a distorted geometry.

Atoms and positions in Å:
C -1.859 1.112 -0.380
C -0.574 0.415 -0.696
C 0.126 -0.120 0.352
C 1.568 -0.461 0.300
H -1.788 2.139 -0.429
H -2.613 0.818 -1.072
H -2.168 0.813 0.608
H -0.145 0.362 -1.701
H 2.185 0.307 0.920
H 1.904 -0.388 -0.792
H 1.581 -3.101 0.368
F -0.433 0.151 1.566
S 2.214 -2.048 0.955

* HOMO: -9.198 eV
* M: 106.16 g mol⁻¹
* SMILES: C/C=C(\F)CS
* E: -17812.89338 eV
* relative energy (zero: lowest compared OMol25 entry of this formula, charge and spin): 33.4 kcal per mole

For reference, the natural (NBO) charges in units of e are: C -0.65; C -0.22; C 0.35; C -0.59; H 0.22; H 0.21; H 0.24; H 0.21; H 0.25; H 0.24; H 0.13; F -0.35; S -0.06

# 2
DFT (ωB97M-V/def2-TZVPD) results for a molecular structure, C4H7GdO at a distorted geometry.

Atoms and positions in Å:
C -1.210 0.046 0.006
C 0.310 -0.109 0.138
C 1.069 1.048 -0.366
O 2.168 0.970 -0.942
Gd 3.888 -0.173 -2.148
H -1.531 1.030 0.393
H 0.687 -1.042 -0.296
H -1.526 -0.126 -1.032
H 0.643 0.312 1.207
C -1.601 -1.061 0.915
H -1.290 -1.068 1.961
H -2.209 -1.882 0.539
H 0.601 2.054 -0.376

* multiplicity: 9
* HOMO (alpha / beta): -21.447 / -23.646 eV
* M: 228.35 g mol⁻¹
* E: -27108.41637 eV
* net charge: +3
* relative energy (zero: lowest compared OMol25 entry of this formula, charge and spin): 0.0 kcal per mole

For reference, the Mulliken charges in units of e are: C -0.26; C -0.56; C 0.22; O -0.36; Gd 1.48; H 0.43; H 0.33; H 0.34; H 0.40; C -0.13; H 0.33; H 0.33; H 0.45

# 3
DFT (ωB97M-V/def2-TZVPD) results for 2 unconnected molecules or ions with the total composition C4H7I at a distorted geometry.

Atoms and positions in Å:
C -0.606 -1.938 -0.187
C 1.210 0.936 -0.776
C -1.513 -1.044 0.035
C 0.702 1.938 0.126
I 2.997 -0.159 -0.611
H -0.461 -2.605 0.619
H -1.791 -0.279 -0.560
H -1.965 -1.039 1.150
H -0.139 -2.092 -1.109
H 0.403 1.395 1.101
H 1.396 2.693 0.421
H -0.232 2.194 -0.209

* HOMO (alpha / beta): -8.027 / -8.063 eV
* M: 182.00 g mol⁻¹
* E: -12356.69493 eV
* relative energy (zero: lowest compared OMol25 entry of this formula, charge and spin): 97.2 kcal per mole

For reference, the natural (NBO) charges in units of e are: C -0.38; C -0.06; C -0.37; C -0.84; I 0.14; H 0.19; H 0.18; H 0.18; H 0.20; H 0.27; H 0.25; H 0.24